#a
Computed, not measured: a structure of composition C3H10NOP, with the ωB97M-V functional and the def2-TZVPD basis.

Its lowest unoccupied orbital energy (alpha / beta) is 0.39 / 0.39 eV. As for the HOMO-LUMO gap (alpha / beta): 0.33634 / 0.33632 hartree.

Structure (XYZ):
```
16
C3H10NOP the ωB97M-V functional and the def2-TZVPD basis
P 0.765 -0.783 -0.933
O 2.164 -0.198 -2.528
N -0.218 0.418 -0.377
C -1.129 0.140 0.710
C 1.812 -1.369 0.426
C -0.338 1.683 -1.065
H -0.047 -1.873 -1.264
H -0.109 2.513 -0.391
H 2.288 -2.296 0.113
H -1.348 1.830 -1.464
H -1.084 -0.919 0.965
H 2.586 -0.613 0.561
H -2.160 0.381 0.428
H 1.262 -1.512 1.355
H 0.378 1.678 -1.885
H -0.872 0.725 1.599
```


#b
Computed, not measured: a cluster of 2 separate species, C3H10NOP in total, with the ωB97M-V functional and the def2-TZVPD basis.

Its lowest unoccupied orbital energy (alpha / beta) is -0.67 / -0.51 eV. As for the HOMO-LUMO gap (alpha / beta): 0.35770 / 0.28111 hartree.

Structure (XYZ):
```
16
C3H10NOP the ωB97M-V functional and the def2-TZVPD basis
P 0.899 -0.187 -0.478
O 1.229 -0.086 -1.891
N -1.722 -1.614 0.022
C 0.195 1.428 0.166
C 2.236 -0.818 0.749
C -1.007 1.760 -0.745
H 2.066 -1.755 1.143
H -1.710 2.411 -0.290
H -1.496 0.766 -0.851
H -0.137 1.247 1.236
H 2.279 -0.040 1.568
H 3.146 -0.839 0.173
H 0.855 2.370 0.132
H -1.976 -1.527 -0.893
H -1.129 -2.504 0.219
H -0.802 2.279 -1.620
```


Computed stability ranking, most favorable first: #b, #a


#a
Computed, not measured: a cluster of 2 separate species, C3H7NO3S in total, with the ωB97M-V functional and the def2-TZVPD basis.

Its lowest unoccupied orbital energy is 0.66 eV. The SMILES is CC(N)=O.O=CSO. As for the HOMO-LUMO gap: 0.35795 hartree.

Structure (XYZ):
```
15
C3H7NO3S the ωB97M-V functional and the def2-TZVPD basis
S 2.407 0.593 0.660
O 0.227 0.373 -1.231
O 3.002 0.216 -0.799
O 1.262 -1.727 0.255
N -1.357 -1.051 -0.527
C -1.429 1.238 0.260
C 1.354 -0.753 0.953
C -0.756 0.150 -0.544
H -2.498 1.061 0.344
H -0.990 1.282 1.255
H 0.788 -0.614 1.888
H -1.249 2.193 -0.227
H 2.242 0.112 -1.401
H -0.886 -1.818 -0.977
H -2.119 -1.257 0.091
```


#b
Computed, not measured: an isolated molecule of C3H7NO3S, with the ωB97M-V functional and the def2-TZVPD basis.

Its lowest unoccupied orbital energy is 0.62 eV. The SMILES is C=NCCS(=O)(=O)O. As for the HOMO-LUMO gap: 0.38875 hartree.

Structure (XYZ):
```
15
C3H7NO3S the ωB97M-V functional and the def2-TZVPD basis
S -1.462 0.737 -0.194
O -2.543 -0.313 -1.045
O -1.775 2.095 -0.477
O -1.393 0.311 1.151
N 1.884 0.115 0.271
C -0.054 0.014 -1.073
C 2.013 0.207 1.514
C 0.893 -0.742 -0.241
H 0.431 0.752 -1.819
H 1.369 -1.593 -0.749
H -0.573 -0.673 -1.725
H 0.250 -0.981 0.656
H -3.222 -0.402 -0.436
H 1.435 -0.441 2.323
H 2.748 0.914 1.843
```


Computed stability ranking, most favorable first: #a, #b


#a
Computed, not measured: a cluster of 2 separate species, C4H8NO3 in total, with the ωB97M-V functional and the def2-TZVPD basis.

Its net charge is -1. Its lowest unoccupied orbital energy is 3.89 eV. As for the HOMO-LUMO gap: 0.30859 hartree.

Structure (XYZ):
```
16
C4H8NO3 the ωB97M-V functional and the def2-TZVPD basis
O 0.750 1.203 -3.022
O -0.385 0.033 -1.473
O 0.687 -1.426 2.552
N 0.385 -2.246 0.473
C 0.609 2.156 -0.877
C 0.015 -1.454 1.535
C 0.342 0.984 -1.866
C -1.218 -0.686 1.268
H 0.811 1.915 0.168
H 1.398 2.755 -1.309
H -1.065 -0.201 0.287
H 0.038 -1.995 -0.445
H -0.331 2.722 -0.881
H -2.005 -1.426 1.093
H -1.416 0.042 2.042
H 1.387 -2.377 0.454
```


#b
Computed, not measured: a cluster of 2 separate species, C4H8NO3 in total, with the ωB97M-V functional and the def2-TZVPD basis.

Its net charge is -1. Its lowest unoccupied orbital energy is 3.96 eV. As for the HOMO-LUMO gap: 0.30264 hartree.

Structure (XYZ):
```
16
C4H8NO3 the ωB97M-V functional and the def2-TZVPD basis
O -0.486 1.345 0.124
O -1.122 -0.490 -3.477
O -0.745 0.507 2.490
N 0.334 -0.157 -1.362
C 0.217 0.340 -0.161
C 0.928 -0.386 1.044
C -0.798 0.547 -2.859
C -0.024 -0.652 2.209
H -0.791 -1.437 2.058
H 0.998 -0.899 -1.552
H 0.473 -0.903 3.170
H -0.841 1.082 1.667
H 0.037 1.091 -3.317
H -1.506 0.999 -2.129
H 1.771 0.285 1.255
H 1.556 -1.273 0.840
```


#c
Computed, not measured: a cluster of 2 separate species, C4H8NO3 in total, with the ωB97M-V functional and the def2-TZVPD basis.

Its net charge is -1. Its lowest unoccupied orbital energy is 4.01 eV. As for the HOMO-LUMO gap: 0.31814 hartree.

Structure (XYZ):
```
16
C4H8NO3 the ωB97M-V functional and the def2-TZVPD basis
O 0.236 -0.779 -1.895
O -2.223 2.445 1.254
O 0.554 -1.404 0.252
N -0.810 0.784 1.934
C 0.933 -1.105 -0.922
C -1.696 1.363 1.065
C 2.483 -1.064 -1.103
C -1.879 0.482 -0.157
H 2.613 -0.019 -1.396
H -2.864 0.645 -0.579
H -1.548 -0.548 0.016
H 3.116 -0.980 -0.207
H -0.110 0.115 1.617
H 2.790 -1.844 -1.791
H -0.588 1.354 2.747
H -1.005 0.556 -0.834
```


#d
Computed, not measured: a cluster of 2 separate species, C4H8NO3 in total, with the ωB97M-V functional and the def2-TZVPD basis.

Its net charge is -1. Its lowest unoccupied orbital energy is 3.97 eV. As for the HOMO-LUMO gap: 0.31648 hartree.

Structure (XYZ):
```
16
C4H8NO3 the ωB97M-V functional and the def2-TZVPD basis
O 1.270 0.134 -0.195
O -3.201 1.078 0.806
O 1.589 -0.223 -2.386
N -1.376 1.242 -0.520
C -1.983 1.140 0.677
C -1.049 1.153 1.859
C 1.872 -2.053 -0.902
C 1.553 -0.582 -1.198
H -0.143 0.611 1.547
H -1.802 1.259 -1.436
H -0.380 1.012 -0.579
H -1.434 0.418 2.567
H 2.942 -2.191 -1.033
H -0.774 2.137 2.233
H 1.557 -2.369 0.101
H 1.359 -2.763 -1.541
```


Computed stability ranking, most favorable first: #d, #a, #c, #b


#a
Computed, not measured: the ion C4H8NO3 with charge -1, with the ωB97M-V functional and the def2-TZVPD basis.

Its net charge is -1. Its lowest unoccupied orbital energy is 3.52 eV. The SMILES is N[C@H](CO)CC(=O)[O-]. As for the HOMO-LUMO gap: 0.28564 hartree.

Structure (XYZ):
```
16
C4H8NO3 the ωB97M-V functional and the def2-TZVPD basis
O -1.839 1.416 1.249
O 2.249 -0.508 -2.330
O 0.020 -0.779 -2.063
N -0.470 -1.503 0.666
C 1.307 -0.021 -0.210
C 1.188 -0.514 -1.686
C 0.008 -0.122 0.635
C -1.013 0.910 0.152
H -1.739 0.376 -0.443
H 0.318 0.086 1.657
H -0.562 1.757 -0.362
H -1.280 1.834 1.909
H -1.417 -1.537 1.023
H 2.106 -0.587 0.280
H -0.486 -1.841 -0.294
H 1.612 1.033 -0.184
```


#b
Computed, not measured: the ion C4H8NO3 with charge -1, with the ωB97M-V functional and the def2-TZVPD basis.

Its net charge is -1. Its lowest unoccupied orbital energy is 3.14 eV. The SMILES is O=C(O)NCCC[O-]. As for the HOMO-LUMO gap: 0.22410 hartree.

Structure (XYZ):
```
16
C4H8NO3 the ωB97M-V functional and the def2-TZVPD basis
O -1.993 2.512 1.051
O -1.590 0.835 2.534
O 1.334 -1.265 -2.856
N -0.367 0.881 0.502
C 1.065 -0.371 -1.906
C 0.089 -1.056 -0.765
C 0.168 -0.456 0.635
C -1.343 1.483 1.269
H -0.837 -1.304 -1.220
H 0.690 -1.995 -0.565
H 1.196 -0.293 0.896
H 0.607 0.546 -2.283
H -0.238 -1.009 1.478
H 2.094 0.017 -1.214
H -0.828 0.132 2.772
H -0.046 1.344 -0.326
```


#c
Computed, not measured: a cluster of 2 separate species, C4H8NO3 in total, with the ωB97M-V functional and the def2-TZVPD basis.

Its net charge is -1. Its lowest unoccupied orbital energy is 3.53 eV. As for the HOMO-LUMO gap: 0.27965 hartree.

Structure (XYZ):
```
16
C4H8NO3 the ωB97M-V functional and the def2-TZVPD basis
O -2.492 0.077 -1.307
O -2.052 -2.081 -0.741
O 3.812 0.233 -0.295
N 1.594 -0.734 -0.490
C -2.636 -0.571 1.074
C 2.549 0.287 -0.316
C -2.393 -0.886 -0.538
C 1.943 1.669 -0.158
H 0.592 -0.519 -0.539
H -2.312 0.409 1.216
H -2.083 -1.310 1.588
H 1.050 1.792 -0.730
H 1.715 -1.745 -0.586
H -3.668 -0.795 1.235
H 2.671 2.478 -0.354
H 1.709 1.696 0.942
```


#d
Computed, not measured: a structure of composition C4H8NO3, with the ωB97M-V functional and the def2-TZVPD basis.

Its net charge is -1. Its lowest unoccupied orbital energy is 3.48 eV. As for the HOMO-LUMO gap: 0.23595 hartree.

Structure (XYZ):
```
16
C4H8NO3 the ωB97M-V functional and the def2-TZVPD basis
O 0.878 1.606 1.705
O 0.611 -2.445 -1.315
O -1.425 1.904 1.592
N -0.041 -1.046 0.879
C -0.227 1.558 1.159
C 0.452 -0.264 -0.282
C 0.203 -1.196 -1.510
C -0.250 1.061 -0.315
H -0.898 -1.045 -1.734
H -1.038 0.739 1.703
H 1.547 -0.132 -0.204
H 0.697 -0.626 -2.381
H -1.310 0.913 -0.615
H 0.198 1.817 -0.965
H 0.551 -0.813 1.657
H 0.053 -2.032 0.626
```


Computed stability ranking, most favorable first: #c, #a, #b, #d